Record 1
Below is a molecular structure, C26H20N6S2Ti, with properties calculated with wB97M-V/def2-TZVPD.

Structure (XYZ):
```
55
Properties=species:S:1:pos:R:3:forces:R:3
Ti 0.329624 -0.147676 -0.295888 -0.1 0.1 0.2
C -2.228631 3.682216 -2.748631 0.0 -0.1 0.0
S -0.727622 2.817178 -3.252822 0.0 0.1 0.0
C -0.156488 2.216038 -1.761060 0.0 -0.1 0.1
S 1.402363 1.371249 -1.818073 0.0 -0.1 0.0
N -0.837794 2.356717 -0.652987 0.0 0.2 0.0
N -0.163102 1.749273 0.375163 0.0 -0.2 -0.2
C 0.019605 2.236961 1.527987 0.0 0.0 0.0
C 0.858724 1.386178 2.377051 0.0 0.0 0.0
C 1.213662 1.728290 3.663893 0.0 0.0 0.0
C 2.082795 0.896775 4.360978 0.0 0.0 0.0
C 2.561166 -0.237516 3.734909 0.0 0.0 0.0
C 2.143951 -0.519345 2.441593 0.0 0.0 0.0
N 1.307393 0.264311 1.759698 0.0 -0.1 -0.1
H -2.658063 4.079979 -3.665648 0.0 0.0 0.0
H -2.923824 2.992153 -2.277332 0.0 0.0 0.0
H -1.983456 4.496287 -2.072283 0.0 0.0 0.0
H -0.353395 3.212271 1.822496 0.0 0.0 0.0
H 0.823565 2.633782 4.108109 0.0 0.0 0.0
H 2.384324 1.142212 5.370195 0.0 0.0 0.0
H 3.253290 -0.904751 4.228033 0.0 0.0 0.0
H 2.510357 -1.402548 1.937895 0.0 0.0 0.0
C -1.505439 -0.877302 -4.376799 0.0 0.0 0.0
C -0.548988 -0.711770 -3.365416 0.0 0.0 0.0
N -0.862323 -0.675241 -2.081151 0.0 0.0 0.2
C -2.182214 -0.807616 -1.735478 0.0 0.0 -0.1
C -3.210505 -0.905367 -2.682413 0.0 0.0 0.0
C -2.830348 -0.950769 -4.042128 0.0 0.0 0.0
C -4.547566 -0.982409 -2.219214 0.0 0.0 0.0
C -4.806694 -0.971418 -0.878064 0.0 0.0 0.0
C -3.758901 -0.911874 0.070450 0.0 0.0 0.0
C -2.461263 -0.850581 -0.353967 0.0 0.0 0.1
N -1.278303 -0.853516 0.432494 0.1 -0.1 -0.1
C -1.009536 -1.956018 1.293798 0.0 0.1 0.0
C -1.818260 -2.416157 2.298026 0.0 -0.1 0.0
C -1.473889 -3.582503 3.020857 0.0 0.0 0.0
C -0.329725 -4.274884 2.749728 0.0 0.0 0.0
C 0.550345 -3.808517 1.742904 0.0 0.0 0.0
C 1.750967 -4.453686 1.376006 0.0 0.0 0.0
C 2.542479 -3.932481 0.381007 0.0 0.0 0.0
C 2.159476 -2.737807 -0.235186 -0.1 0.0 0.0
N 1.038436 -2.108397 0.087027 0.0 0.2 -0.1
C 0.209667 -2.642233 1.037861 -0.1 0.0 0.1
H -1.179282 -0.916615 -5.405802 0.0 0.0 0.0
H 0.495381 -0.580982 -3.614992 0.0 0.0 0.0
H -3.590372 -1.049162 -4.807475 0.0 0.0 0.0
H -5.351883 -1.052325 -2.939636 0.0 0.0 0.0
H -5.826771 -1.022141 -0.523675 0.0 0.0 0.0
H -4.001414 -0.910483 1.123123 0.0 0.0 0.0
H -2.734348 -1.898709 2.541853 0.0 0.0 0.0
H -2.144481 -3.931854 3.793796 0.0 0.0 0.0
H -0.084999 -5.179790 3.290020 0.0 0.0 0.0
H 2.038996 -5.366655 1.882921 0.0 0.0 0.0
H 3.458653 -4.416434 0.075649 0.0 0.0 0.0
H 2.782408 -2.278091 -0.993691 0.0 0.0 0.0
```
Forces are in eV/Å.

Output
* Kohn-Sham gap: 0.248 Eh
* lowest unoccupied orbital energy: -7.25 eV
* multiplicity: 1
* energy above the lowest of the compared OMol25 structures with the same formula, charge and spin: 19.4 kcal per mole
* total charge: +2

Table of Löwdin atomic charges, one value per atom, all in e:
1. Ti 0.989
2. C -0.341
3. S 0.942
4. C -1.074
5. S 0.664
6. N 0.007
7. N -0.193
8. C 0.017
9. C -0.219
10. C 0.031
11. C 0.005
12. C 0.002
13. C -0.073
14. N 0.053
15. H 0.049
16. H 0.041
17. H 0.052
18. H 0.161
19. H 0.135
20. H 0.133
21. H 0.127
22. H 0.109
23. C -0.010
24. C -0.124
25. N -0.003
26. C -0.153
27. C -0.129
28. C 0.046
29. C 0.005
30. C -0.028
31. C 0.025
32. C -0.193
33. N -0.043
34. C -0.190
35. C 0.034
36. C -0.020
37. C 0.007
38. C -0.133
39. C 0.053
40. C -0.006
41. C -0.075
42. N -0.016
43. C -0.171
44. H 0.126
45. H 0.100
46. H 0.138
47. H 0.130
48. H 0.123
49. H 0.114
50. H 0.115
51. H 0.125
52. H 0.132
53. H 0.140
54. H 0.127
55. H 0.138



Record 2
Below is a molecular structure, C26H21Br2N7ReSbSe4, with properties calculated with wB97M-V/def2-TZVPD.

Structure (XYZ):
```
62
Properties=species:S:1:pos:R:3:forces:R:3
Re -0.200502 0.675401 -0.395702 -0.1 0.1 0.7
C -0.264087 2.941770 2.344427 0.0 0.1 0.2
N -1.345213 2.372538 1.582909 0.2 -0.2 -0.3
C -2.343520 1.621555 2.299866 -0.1 -0.1 0.1
C -2.168080 0.160160 2.061223 0.0 0.1 0.0
N -1.357429 -0.343688 1.154929 0.2 -0.3 -0.2
C -1.462888 -1.736680 1.273003 -0.1 0.0 0.1
C -0.785903 -2.763113 0.618847 0.0 0.0 0.0
C -1.108688 -4.060411 0.961970 0.0 0.0 0.0
C -2.073172 -4.340581 1.940007 0.0 0.0 0.0
C -2.731636 -3.332540 2.614812 0.0 0.0 0.0
C -2.400080 -2.030576 2.264192 0.0 -0.1 0.0
N -2.818113 -0.800610 2.746443 0.0 0.1 0.0
C 1.013488 2.219078 2.085563 0.0 0.2 0.1
N 1.170840 1.293827 1.168959 0.1 -0.3 -0.2
C 2.488155 0.832755 1.303921 0.1 0.0 0.0
C 3.166980 -0.190401 0.647619 0.0 0.0 0.0
C 4.474038 -0.428410 1.020998 0.0 0.0 0.0
C 5.096919 0.321455 2.028607 0.0 0.0 0.0
C 4.427296 1.324025 2.701664 0.0 0.0 0.0
C 3.112667 1.555211 2.319774 0.0 0.0 0.0
N 2.145090 2.431587 2.788731 -0.1 -0.1 0.0
H -0.453146 2.889409 3.424809 0.0 0.1 0.0
H -0.135757 4.002791 2.105145 0.0 0.0 -0.1
H -1.808358 3.085717 1.014945 -0.1 0.1 0.1
H -3.334137 1.937379 1.951250 0.0 0.0 0.0
H -2.327711 1.807803 3.381122 0.0 0.0 0.0
H -0.031942 -2.557589 -0.130700 0.0 0.0 0.0
H -0.604757 -4.880588 0.470757 0.0 0.0 0.0
H -2.297830 -5.370236 2.178959 0.0 0.0 0.0
H -3.462964 -3.549825 3.380284 0.0 0.0 0.0
H -3.519615 -0.629421 3.447770 0.0 0.0 0.0
H 2.690214 -0.782524 -0.122316 0.0 0.0 0.0
H 5.030646 -1.216250 0.533418 0.0 0.0 0.0
H 6.120852 0.100307 2.293845 0.0 0.0 0.0
H 4.901845 1.890264 3.490351 0.0 0.0 0.0
H 2.246345 3.106291 3.528823 0.0 0.0 0.0
Se -5.316618 0.029094 -2.506818 0.0 0.1 0.1
Sb -3.695683 3.245222 -1.398058 0.2 0.0 -0.2
Se -1.098672 2.491734 -1.662947 -0.2 0.3 -0.5
Se -4.676802 0.956005 -0.552151 0.0 -0.1 0.0
Se -3.714174 4.483928 0.648453 -0.1 0.1 0.1
Br 4.313710 0.814618 -5.407315 0.0 0.0 0.0
C 3.073342 0.812488 -4.004873 0.0 0.0 0.0
C 3.203091 1.705458 -2.950412 0.0 0.0 0.0
C 2.280991 1.647161 -1.929756 0.0 0.0 0.0
N 1.263476 0.774431 -1.920714 -0.1 -0.1 0.1
C 1.102201 -0.049122 -2.977267 0.0 0.0 0.0
C 2.008390 -0.070812 -4.025608 0.0 0.1 0.0
C -0.123148 -0.862944 -2.946649 0.0 0.0 0.0
C -0.462726 -1.758947 -3.945169 -0.1 0.0 0.1
C -1.678110 -2.422119 -3.863223 0.0 0.0 0.0
Br -2.164612 -3.642844 -5.196654 0.0 0.0 0.0
C -2.524785 -2.165126 -2.798025 0.0 0.0 0.0
C -2.107642 -1.274952 -1.830919 0.0 0.0 0.0
N -0.929157 -0.642520 -1.882978 0.1 0.0 0.0
H 4.004457 2.427534 -2.918291 0.0 0.0 0.0
H 2.339436 2.312951 -1.080969 0.0 0.0 0.0
H 1.883670 -0.742922 -4.859320 0.0 0.0 0.0
H 0.191932 -1.939010 -4.782766 0.0 0.0 0.0
H -3.491560 -2.637618 -2.708955 0.0 0.0 0.0
H -2.730863 -1.047581 -0.979852 0.0 0.0 0.0
```
Forces are in eV/Å.

Output
* Kohn-Sham gap (spin up / spin down): 0.214 / 0.195 Eh
* lowest unoccupied orbital energy (spin up / spin down): -3.50 / -4.03 eV
* multiplicity: 4
* energy above the lowest of the compared OMol25 structures with the same formula, charge and spin: 19.3 kcal per mole
* total charge: +1

Table of Löwdin atomic charges, one value per atom, all in e:
1. Re 1.070
2. C -0.114
3. N -0.137
4. C -0.164
5. C -0.293
6. N 0.008
7. C -0.226
8. C -0.036
9. C -0.067
10. C -0.067
11. C 0.003
12. C -0.171
13. N 0.196
14. C -0.269
15. N 0.003
16. C -0.222
17. C -0.031
18. C -0.067
19. C -0.067
20. C 0.001
21. C -0.173
22. N 0.190
23. H 0.137
24. H 0.147
25. H -0.095
26. H 0.057
27. H 0.138
28. H 0.100
29. H 0.110
30. H 0.111
31. H 0.119
32. H 0.181
33. H 0.100
34. H 0.110
35. H 0.112
36. H 0.119
37. H 0.179
38. Se 0.062
39. Sb 0.280
40. Se 0.095
41. Se -0.141
42. Se -0.132
43. Br 0.840
44. C -0.664
45. C -0.063
46. C -0.125
47. N -0.134
48. C -0.199
49. C -0.031
50. C -0.194
51. C -0.031
52. C -0.658
53. Br 0.842
54. C -0.097
55. C -0.160
56. N -0.088
57. H 0.118
58. H 0.117
59. H 0.110
60. H 0.109
61. H 0.105
62. H 0.048



Record 3
Below is a molecular structure, C26H21BrN7OPd in a non-equilibrium geometry, with properties calculated with wB97M-V/def2-TZVPD.

Structure (XYZ):
```
57
Properties=species:S:1:pos:R:3:forces:R:3
Pd 0.594161 0.156647 0.602433 -0.1 -0.5 -0.5
Br -10.214858 3.848508 -6.447712 0.1 0.0 0.1
C -8.549969 3.289098 -5.705006 -0.1 0.0 0.0
C -7.462446 4.154665 -5.729799 -0.1 0.1 0.0
C -6.252255 3.742000 -5.219356 0.1 -0.1 0.1
C -6.102049 2.453675 -4.660138 -0.8 -0.1 0.1
C -7.235905 1.608444 -4.624768 0.3 0.0 0.1
C -8.439111 2.018587 -5.157207 -0.1 0.1 0.0
N -4.876760 2.091695 -4.226607 1.1 0.6 -0.4
N -4.647096 0.915615 -3.749884 -0.3 -0.6 0.0
C -3.668729 0.537860 -2.937044 -0.2 0.3 0.1
C -3.306024 -0.830145 -2.928859 0.1 -0.1 -0.1
C -2.286511 -1.309204 -2.155045 0.0 0.0 0.1
C -1.520357 -0.486070 -1.293928 0.0 -0.2 -0.1
O -0.573845 -1.013410 -0.609358 -0.1 0.0 -0.1
C -1.885824 0.920037 -1.245602 -0.1 0.3 -0.1
N -1.176182 1.728766 -0.431221 -0.1 -0.1 -0.1
C -1.520939 2.988862 -0.305824 0.0 0.0 0.0
C -2.578034 3.567516 -1.009117 0.0 0.0 -0.1
C -3.289620 2.777181 -1.881049 0.0 0.1 0.1
C -2.967906 1.421456 -2.022877 0.1 -0.2 0.1
H -7.570679 5.144973 -6.150818 0.0 0.0 0.0
H -5.393672 4.400477 -5.236610 0.0 0.0 0.0
H -7.125163 0.620219 -4.199222 0.0 0.0 0.0
H -9.294021 1.355910 -5.149885 0.0 0.0 0.0
H -3.856120 -1.496166 -3.580748 0.0 0.0 0.0
H -2.022862 -2.358390 -2.184402 0.0 0.0 0.0
H -0.942806 3.582584 0.397645 0.0 0.0 0.0
H -2.820965 4.611438 -0.866876 0.0 0.0 0.0
H -4.107905 3.190910 -2.450022 0.0 0.0 0.0
N -1.870209 0.795583 6.731434 0.0 0.0 -0.1
C -1.614118 0.303558 5.709491 0.0 0.5 0.1
N -1.351221 -0.355389 4.625688 -0.1 -0.9 0.1
C -0.979650 -0.085376 3.448186 0.1 0.4 -0.3
N -0.652189 0.041414 2.332977 -0.1 0.1 0.1
C 1.799080 1.966559 1.762019 -0.4 0.7 -0.3
N 2.676127 2.709285 0.911638 0.2 -0.2 0.0
C 4.083780 2.563135 1.241516 -0.1 -0.1 0.0
C 2.405261 2.529375 -0.517920 0.0 0.1 0.1
C 2.823554 1.172301 -1.048848 -0.2 0.1 0.0
C 3.995814 1.038224 -1.787256 0.0 -0.1 -0.1
C 4.423422 -0.212560 -2.205086 0.1 0.0 -0.1
C 3.666056 -1.333959 -1.901087 0.0 0.0 0.0
C 2.489920 -1.203916 -1.175091 -0.2 0.0 -0.1
C 2.061174 0.046448 -0.736847 -0.1 0.1 0.4
H 2.143661 2.009155 2.793203 0.0 -0.3 0.0
H 1.777274 0.825864 1.532618 1.1 0.2 0.8
H 0.797016 2.391473 1.727603 0.0 -0.1 0.0
H 4.229879 2.778350 2.300239 0.0 0.0 0.0
H 4.655956 3.290841 0.663151 0.0 0.0 0.0
H 4.479106 1.561085 1.026370 0.0 0.0 0.0
H 2.933358 3.324726 -1.050761 0.0 0.0 0.0
H 1.332160 2.661881 -0.666565 0.0 0.1 0.0
H 4.579844 1.917411 -2.040992 0.0 0.0 0.0
H 5.349080 -0.311987 -2.758995 0.0 0.0 0.0
H 3.996416 -2.313794 -2.224865 0.0 0.0 0.0
H 1.895332 -2.081414 -0.948641 0.0 0.0 0.0
```
Forces are in eV/Å.

Output
* Kohn-Sham gap (spin up / spin down): 0.222 / 0.231 Eh
* lowest unoccupied orbital energy (spin up / spin down): 2.21 / 0.67 eV
* multiplicity: 3
* energy above the lowest of the compared OMol25 structures with the same formula, charge and spin: 10.3 kcal per mole
* total charge: -1

Table of Löwdin atomic charges, one value per atom, all in e:
1. Pd 0.817
2. Br 0.678
3. C -0.703
4. C -0.148
5. C -0.032
6. C -0.293
7. C -0.025
8. C -0.145
9. N 0.038
10. N 0.065
11. C -0.229
12. C -0.028
13. C -0.013
14. C -0.338
15. O -0.146
16. C -0.138
17. N 0.086
18. C -0.144
19. C -0.052
20. C -0.003
21. C -0.070
22. H 0.095
23. H 0.107
24. H 0.100
25. H 0.096
26. H 0.106
27. H 0.113
28. H 0.104
29. H 0.099
30. H 0.096
31. N 0.045
32. C -0.449
33. N 0.052
34. C -0.366
35. N 0.034
36. C -0.132
37. N -0.243
38. C -0.092
39. C -0.159
40. C -0.246
41. C -0.072
42. C -0.109
43. C -0.106
44. C -0.106
45. C -0.189
46. H 0.103
47. H 0.021
48. H 0.071
49. H 0.081
50. H 0.085
51. H 0.089
52. H 0.116
53. H 0.096
54. H 0.104
55. H 0.092
56. H 0.094
57. H 0.092



Record 4
Below is C26H21Cl2NO6 in the gas phase in a non-equilibrium geometry, with properties calculated with wB97M-V/def2-TZVPD.

Structure (XYZ):
```
56
Properties=species:S:1:pos:R:3:forces:R:3
C -1.860343 0.781444 3.844964 0.1 0.1 0.0
C -2.982893 0.161811 3.040876 0.0 -0.7 -0.5
C -4.344676 0.522063 3.622737 0.2 0.0 -0.4
O -2.916684 0.634334 1.674088 0.0 0.0 -0.1
C -2.240019 -0.023156 0.700294 -0.4 0.5 -1.4
O -2.343134 0.349260 -0.455406 0.4 -0.1 1.8
C -1.382666 -1.253849 1.041271 -0.1 1.1 1.1
C 0.130020 -0.912162 0.860314 -0.3 0.0 -0.1
C 0.956686 -0.220799 1.909077 1.4 0.3 0.2
C 1.672487 -1.010837 2.849621 -0.3 0.4 -0.4
C 2.833269 -0.533171 3.441604 0.0 0.7 -0.1
C 3.243722 0.786373 3.166655 -1.5 -0.8 -1.2
N 4.558313 1.192884 3.521643 3.1 1.1 1.0
O 4.929684 2.346009 3.199121 -0.7 -2.2 0.7
O 5.302827 0.378705 4.114401 -1.5 1.5 -1.1
C 2.502421 1.620891 2.307535 0.3 -0.3 0.5
C 1.368200 1.117638 1.690735 -0.4 -0.7 0.2
C -1.708521 -1.748712 2.442986 1.2 -0.7 1.2
O -0.991945 -2.518799 3.049938 -1.4 1.0 -0.8
O -2.887455 -1.284206 2.987719 0.6 0.3 0.2
H -0.884415 0.552228 3.401124 -0.2 0.1 0.2
H -2.012614 1.867286 3.833035 0.2 -0.2 0.0
H -1.900233 0.435063 4.885142 0.1 0.0 -0.3
H -5.147726 0.163642 2.974795 0.1 0.0 0.1
H -4.447482 0.085377 4.623031 0.1 0.1 -0.3
H -4.412262 1.614280 3.697988 0.0 -0.3 0.0
H 0.643738 -1.861492 0.663177 -0.3 0.4 0.2
H 0.203691 -0.324783 -0.068620 -0.2 -0.2 0.2
H 1.345442 -2.035315 3.035461 0.2 0.3 -0.1
H 3.466379 -1.182611 4.041200 -0.2 0.2 0.0
H 2.878827 2.612780 2.071381 -0.1 -0.2 0.1
H 0.828328 1.731057 0.964269 0.2 -0.2 0.2
Cl 0.373306 -6.832572 3.207035 0.2 -0.5 0.4
C -0.217606 -5.779719 1.999241 -0.5 1.0 -0.6
C 0.673755 -4.920222 1.344018 -0.2 -0.4 -0.2
C 0.181771 -4.010447 0.409712 -0.4 0.1 0.6
C -1.199726 -3.722151 0.420740 0.1 -0.1 -0.7
C -1.682465 -2.315063 -0.005134 -0.5 -1.7 -2.0
C -3.117882 -2.353886 -0.547962 0.7 -0.1 0.2
C -3.291454 -2.246449 -1.929804 -0.4 0.1 0.0
C -4.558049 -2.379950 -2.497883 0.0 -0.1 0.5
C -5.651472 -2.667940 -1.658783 1.1 0.2 0.4
Cl -7.189323 -2.985887 -2.351777 -0.4 0.0 -0.2
C -5.489674 -2.737555 -0.270688 0.4 0.0 -0.2
C -4.207646 -2.575717 0.284496 -0.6 -0.1 -0.4
C -2.069299 -4.712092 0.891563 0.3 0.0 0.5
C -1.584325 -5.747787 1.696574 0.4 0.2 -0.1
H 1.727431 -4.918880 1.618318 -0.1 -0.4 -0.4
H 0.848021 -3.491282 -0.292458 -0.2 0.0 0.7
H -1.055413 -2.038313 -0.866642 -0.2 0.1 0.2
H -2.416653 -2.028092 -2.551708 -0.4 -0.1 0.1
H -4.690373 -2.275806 -3.572697 -0.1 -0.1 0.3
H -6.343774 -2.955475 0.366737 0.2 0.1 -0.2
H -4.064942 -2.683127 1.361705 -0.2 0.1 -0.3
H -3.131761 -4.661297 0.661227 0.3 0.1 0.3
H -2.265420 -6.454696 2.165343 0.2 0.1 -0.2
```
Forces are in eV/Å.

Output
* Kohn-Sham gap: 0.288 Eh
* lowest unoccupied orbital energy: -1.10 eV
* multiplicity: 1
* SMILES: CC1(C)OC(=O)C(Cc2ccc([N+](=O)[O-])cc2)(C(c2ccc(Cl)cc2)c2ccc(Cl)cc2)C(=O)O1
* total charge: 0

Table of Löwdin atomic charges, one value per atom, all in e:
1. C 0.038
2. C -0.504
3. C 0.027
4. O 0.103
5. C -0.362
6. O 0.144
7. C -0.194
8. C -0.046
9. C -0.193
10. C -0.003
11. C 0.029
12. C -0.157
13. N -0.321
14. O 0.051
15. O 0.057
16. C 0.019
17. C -0.014
18. C -0.359
19. O 0.170
20. O 0.062
21. H 0.077
22. H 0.108
23. H 0.114
24. H 0.098
25. H 0.104
26. H 0.101
27. H 0.098
28. H 0.145
29. H 0.114
30. H 0.123
31. H 0.122
32. H 0.127
33. Cl 0.692
34. C -0.696
35. C -0.094
36. C -0.041
37. C -0.153
38. C -0.149
39. C -0.196
40. C -0.013
41. C -0.079
42. C -0.682
43. Cl 0.679
44. C -0.079
45. C -0.037
46. C -0.014
47. C -0.080
48. H 0.111
49. H 0.127
50. H 0.148
51. H 0.128
52. H 0.108
53. H 0.107
54. H 0.121
55. H 0.110
56. H 0.110



- The lowest total charge belongs to which entry?
  C26H21BrN7OPd



- Which of these has the highest multiplicity?
  C26H21Br2N7ReSbSe4



- Look up the total charge of the second one.
  +1